# 1
DFT (ωB97M-V with the def2-TZVPD basis set) results for a 3-piece molecular cluster, C2H8N5 overall in a non-equilibrium geometry.

Last column: natural (NBO) charge in e.
CARTESIAN COORDINATES (ANGSTROEM)
C  -0.026  0.842  -0.183  0.511
C  1.047  1.786  -0.378  -0.720
N  1.559  -0.904  -0.500  -0.086
N  2.628  -0.970  -0.073  0.001
N  -0.946  0.244  0.060  -0.506
N  3.688  -0.871  0.432  -0.193
N  -3.228  -0.864  0.300  -0.897
H  0.799  2.779  -0.342  0.265
H  1.365  1.742  -1.376  0.273
H  1.819  1.435  0.188  0.257
H  -2.290  -0.380  -0.114  0.464
H  4.247  -1.567  0.836  0.346
H  -3.646  -0.369  1.020  0.425
H  -3.153  -1.950  0.551  0.446
H  -3.864  -0.954  -0.421  0.414

Values from the calculation:
energy: -9640.26387 eV
2S+1: 3
highest occupied orbital energy (spin up / spin down): -9.03 / -13.96 eV
relative energy (zero: lowest compared OMol25 entry of this formula, charge and spin): 45.31 kcal per mole
Kohn-Sham gap (spin up / spin down): 5.89 / 7.96 eV
lowest unoccupied orbital energy (spin up / spin down): -3.1 / -6.0 eV
largest force on an atom: 7.1 eV Å⁻¹
net charge: +1



# 2
DFT (ωB97M-V with the def2-TZVPD basis set) results for C2H8N5O2 as an isolated structure in a non-equilibrium geometry.

Last column: natural (NBO) charge in e.
CARTESIAN COORDINATES (ANGSTROEM)
C  -0.267  -1.527  0.076  0.540
C  -0.683  0.368  -0.567  0.207
N  0.904  -1.662  0.294  -0.104
N  0.467  0.998  -0.579  -0.385
N  -1.712  0.728  0.166  -0.161
N  -1.410  -2.033  0.043  -0.691
N  0.724  1.807  0.546  -0.673
O  -2.765  -0.084  0.078  -0.518
O  2.070  -1.095  -0.119  -0.502
H  -0.807  -0.021  -1.606  0.274
H  1.314  0.592  -1.031  0.428
H  2.684  -0.953  0.609  0.518
H  -2.366  -1.175  0.291  0.464
H  -1.533  -2.724  -0.657  0.432
H  1.133  1.303  1.276  0.358
H  -1.547  1.429  0.820  0.418
H  1.344  2.564  0.311  0.394

Values from the calculation:
energy: -13735.07426 eV
highest occupied orbital energy (spin up / spin down): -13.54 / -13.54 eV
relative energy (zero: lowest compared OMol25 entry of this formula, charge and spin): 134.88 kcal per mole
Kohn-Sham gap (spin up / spin down): 8.29 / 8.29 eV
lowest unoccupied orbital energy (spin up / spin down): -5.2 / -5.2 eV
largest force on an atom: 4.3 eV Å⁻¹
net charge: +1



# 3
DFT (ωB97M-V with the def2-TZVPD basis set) results for C2H8N6 as an isolated structure.

Last column: natural (NBO) charge in e.
CARTESIAN COORDINATES (ANGSTROEM)
N  0.971  0.926  0.038  0.031
C  0.070  -0.872  0.528  0.408
N  1.859  1.436  -0.845  -0.614
N  -0.134  -1.710  -0.601  -0.831
N  -0.443  -1.360  1.713  -0.806
C  -0.721  0.825  -0.153  0.102
N  1.307  -0.225  0.598  -0.303
N  -1.486  1.387  0.700  -0.753
H  2.326  0.801  -1.482  0.370
H  1.631  2.358  -1.177  0.384
H  -0.965  -1.526  -1.152  0.372
H  0.685  -1.832  -1.176  0.382
H  -0.737  -0.630  2.350  0.399
H  -1.109  -2.114  1.621  0.382
H  -2.336  1.752  0.280  0.347
H  -0.917  0.785  -1.241  0.130

Values from the calculation:
energy: -11139.24412 eV
highest occupied orbital energy (spin up / spin down): -7.16 / -7.17 eV
relative energy (zero: lowest compared OMol25 entry of this formula, charge and spin): 111.05 kcal per mole
Kohn-Sham gap (spin up / spin down): 7.18 / 7.17 eV
lowest unoccupied orbital energy (spin up / spin down): 0.0 / 0.0 eV
largest force on an atom: 0.5 eV Å⁻¹



# 4
DFT (ωB97M-V with the def2-TZVPD basis set) results for a 2-piece molecular cluster, C2H8N6 overall in a non-equilibrium geometry.

Last column: natural (NBO) charge in e.
CARTESIAN COORDINATES (ANGSTROEM)
H  -0.787  0.447  -2.070  0.369
N  -1.239  -0.011  -1.284  -0.753
C  -1.177  0.680  -0.201  0.514
N  -1.920  0.357  0.884  -0.786
N  -0.379  1.831  0.016  -0.192
N  -0.131  2.544  -0.975  -0.266
H  0.556  3.265  -0.711  0.330
H  -2.438  -0.503  0.859  0.414
H  -1.705  0.781  1.767  0.406
H  2.810  -0.826  1.719  0.342
N  2.302  -1.522  1.187  -0.762
C  1.436  -1.064  0.387  0.287
N  0.790  -1.804  -0.528  -0.840
H  1.048  -0.011  0.388  0.121
H  0.903  -2.802  -0.450  0.392
H  -0.068  -1.361  -0.988  0.423

Values from the calculation:
energy: -11142.64576 eV
highest occupied orbital energy: -8.70 eV
structure (SMILES): [H]/N=C(N)\N=N\[H].[H]/N=C/N
relative energy (zero: lowest compared OMol25 entry of this formula, charge and spin): 32.61 kcal per mole
Kohn-Sham gap: 7.98 eV
lowest unoccupied orbital energy: -0.7 eV
largest force on an atom: 2.4 eV Å⁻¹



# 5
DFT (ωB97M-V with the def2-TZVPD basis set) results for a 3-piece molecular cluster, C2H8N6 overall in a non-equilibrium geometry.

Last column: natural (NBO) charge in e.
CARTESIAN COORDINATES (ANGSTROEM)
C  1.086  -0.911  0.005  0.204
C  -1.062  0.554  0.148  0.191
H  3.327  -1.250  -1.144  0.336
H  3.318  0.393  -1.358  0.381
H  1.451  -1.872  0.675  0.175
H  -0.806  -2.013  1.752  0.359
H  -1.376  -2.190  0.284  0.358
H  -1.918  0.224  1.027  0.228
H  -3.460  1.704  -0.556  0.122
H  -1.459  3.561  0.087  0.319
N  3.307  -0.479  -0.492  -0.635
N  1.883  -0.087  -0.487  -0.299
N  -0.153  -0.372  0.502  -0.289
N  -1.120  -1.489  0.863  -0.683
N  -0.995  1.685  -0.555  -0.287
N  -2.024  2.542  -0.750  -0.479

Values from the calculation:
energy: -11132.24494 eV
highest occupied orbital energy: -7.91 eV
relative energy (zero: lowest compared OMol25 entry of this formula, charge and spin): 272.46 kcal per mole
Kohn-Sham gap: 8.14 eV
lowest unoccupied orbital energy: 0.2 eV
largest force on an atom: 6.8 eV Å⁻¹



# 6
DFT (ωB97M-V with the def2-TZVPD basis set) results for a 2-piece molecular cluster, C2H8NO overall in a non-equilibrium geometry.

Last column: natural (NBO) charge in e.
CARTESIAN COORDINATES (ANGSTROEM)
O  1.840  -0.323  -1.733  -1.332
H  1.713  -1.300  -1.695  0.388
C  -0.543  0.789  -0.484  -0.698
C  -0.071  0.191  0.838  -0.230
N  -1.218  -0.461  1.599  -0.884
H  0.305  0.605  -1.209  0.340
H  -1.409  0.202  -0.847  0.165
H  -0.833  1.848  -0.448  0.165
H  0.674  -0.562  0.583  0.225
H  0.259  1.066  1.403  0.162
H  -2.031  0.006  1.229  0.347
H  -1.148  -1.462  1.464  0.351

Values from the calculation:
energy: -5740.29815 eV
highest occupied orbital energy: -2.47 eV
relative energy (zero: lowest compared OMol25 entry of this formula, charge and spin): 20.19 kcal per mole
Kohn-Sham gap: 7.00 eV
lowest unoccupied orbital energy: 4.5 eV
largest force on an atom: 2.0 eV Å⁻¹
net charge: -1



# 7
DFT (ωB97M-V with the def2-TZVPD basis set) results for a 2-piece molecular cluster, C2H8NO overall in a non-equilibrium geometry.

Last column: natural (NBO) charge in e.
CARTESIAN COORDINATES (ANGSTROEM)
C  0.507  -0.962  -0.162  -0.023
O  -0.515  -0.278  -0.768  -0.980
C  0.052  -1.572  1.149  -0.643
H  1.361  -0.232  0.044  0.067
H  0.895  -1.757  -0.801  0.085
H  0.777  -2.212  1.602  0.158
H  -0.821  -2.171  0.901  0.188
H  -0.222  -0.746  1.802  0.193
N  -0.159  2.467  -0.224  -1.124
H  -0.603  3.137  -0.846  0.320
H  0.851  2.634  -0.357  0.325
H  -0.363  1.513  -0.552  0.435

Values from the calculation:
energy: -5741.02786 eV
highest occupied orbital energy: -2.40 eV
relative energy (zero: lowest compared OMol25 entry of this formula, charge and spin): 3.36 kcal per mole
Kohn-Sham gap: 7.27 eV
lowest unoccupied orbital energy: 4.9 eV
largest force on an atom: 2.0 eV Å⁻¹
net charge: -1



# 8
DFT (ωB97M-V with the def2-TZVPD basis set) results for a 2-piece molecular cluster, C2H8NO overall.

Last column: natural (NBO) charge in e.
CARTESIAN COORDINATES (ANGSTROEM)
N  0.302  0.318  -2.700  -1.362
H  0.079  0.327  -1.693  0.412
H  -0.432  0.838  -3.232  0.292
H  0.425  -0.651  -3.059  0.349
H  1.192  0.838  -2.885  0.315
O  0.411  -0.730  0.259  -0.549
C  -0.025  -0.546  1.367  0.451
C  -0.669  0.724  1.799  -0.736
H  0.061  -1.349  2.119  0.114
H  -1.751  0.631  1.940  0.246
H  -0.294  1.045  2.774  0.235
H  -0.509  1.507  1.066  0.233

Values from the calculation:
energy: -5738.10336 eV
2S+1: 2
highest occupied orbital energy (spin up / spin down): -3.69 / -10.57 eV
relative energy (zero: lowest compared OMol25 entry of this formula, charge and spin): 36.92 kcal per mole
Kohn-Sham gap (spin up / spin down): 4.62 / 11.35 eV
lowest unoccupied orbital energy (spin up / spin down): 0.9 / 0.8 eV
largest force on an atom: 0.7 eV Å⁻¹



# 9
DFT (ωB97M-V with the def2-TZVPD basis set) results for a 2-piece molecular cluster, C2H8NO2 overall in a non-equilibrium geometry.

Last column: natural (NBO) charge in e.
CARTESIAN COORDINATES (ANGSTROEM)
C  -2.336  -0.131  0.395  -0.236
O  -1.927  0.694  -0.655  -0.787
H  -1.491  -0.688  0.861  0.166
H  -2.765  0.515  1.186  0.132
H  -3.160  -0.798  0.142  0.123
N  2.281  0.110  0.716  -0.900
C  1.811  0.045  -0.718  0.140
O  0.481  0.278  -0.821  -0.982
H  1.608  0.746  1.149  0.344
H  1.943  -0.764  1.119  0.322
H  2.504  0.654  -1.304  0.079
H  2.087  -0.959  -1.082  0.067
H  -1.037  0.298  -0.987  0.533

Values from the calculation:
energy: -7788.35239 eV
highest occupied orbital energy: -3.19 eV
relative energy (zero: lowest compared OMol25 entry of this formula, charge and spin): 19.20 kcal per mole
Kohn-Sham gap: 7.60 eV
lowest unoccupied orbital energy: 4.4 eV
largest force on an atom: 1.3 eV Å⁻¹
net charge: -1



# 10
DFT (ωB97M-V with the def2-TZVPD basis set) results for a 2-piece molecular cluster, C2H8NO2 overall.

Last column: natural (NBO) charge in e.
CARTESIAN COORDINATES (ANGSTROEM)
C  0.521  -0.327  1.287  -0.430
N  -0.164  0.343  0.176  -0.718
C  -1.309  -0.580  -0.359  0.148
O  -2.269  -0.814  0.500  -0.927
H  1.050  0.414  1.898  0.168
H  1.269  -1.034  0.921  0.172
H  -0.210  -0.845  1.915  0.200
H  -0.678  1.108  0.594  0.342
H  -0.716  -1.472  -0.684  0.056
H  -1.620  -0.054  -1.295  0.062
H  1.109  0.732  -0.982  0.502
H  1.235  1.527  -2.287  0.445
O  1.781  1.005  -1.684  -1.019

Values from the calculation:
energy: -7788.77408 eV
highest occupied orbital energy: -2.78 eV
relative energy (zero: lowest compared OMol25 entry of this formula, charge and spin): 9.47 kcal per mole
Kohn-Sham gap: 7.18 eV
lowest unoccupied orbital energy: 4.4 eV
largest force on an atom: 0.6 eV Å⁻¹
net charge: -1



# 11
DFT (ωB97M-V with the def2-TZVPD basis set) results for a 2-piece molecular cluster, C2H8NO2 overall in a non-equilibrium geometry.

Last column: natural (NBO) charge in e.
CARTESIAN COORDINATES (ANGSTROEM)
C  -0.359  -1.366  1.233  -0.511
N  -0.015  0.058  1.364  -0.985
H  -1.373  -1.553  1.576  0.225
H  -0.346  -1.776  0.221  0.230
H  0.416  -1.908  1.777  0.214
H  0.914  0.381  1.020  0.423
H  -0.129  0.378  2.335  0.368
H  -0.656  0.746  0.855  0.212
O  1.879  0.962  -2.283  -0.546
C  0.696  1.038  -2.346  0.633
O  -0.065  0.862  -1.224  -0.811
H  0.073  1.434  -3.188  0.108
H  -1.036  0.744  -1.341  0.440

Values from the calculation:
energy: -7785.26348 eV
2S+1: 2
highest occupied orbital energy (spin up / spin down): -3.63 / -11.08 eV
relative energy (zero: lowest compared OMol25 entry of this formula, charge and spin): 28.14 kcal per mole
Kohn-Sham gap (spin up / spin down): 4.45 / 11.67 eV
lowest unoccupied orbital energy (spin up / spin down): 0.8 / 0.6 eV
largest force on an atom: 1.8 eV Å⁻¹



# 12
DFT (ωB97M-V with the def2-TZVPD basis set) results for C2H8NO2PS as an isolated structure in a non-equilibrium geometry.

Last column: natural (NBO) charge in e.
CARTESIAN COORDINATES (ANGSTROEM)
C  1.692  1.464  -0.683  -0.269
C  -0.153  -2.047  1.270  -0.252
N  -1.862  0.446  -1.257  -1.172
O  0.494  1.132  -1.181  -0.778
O  0.178  -1.411  0.141  -0.737
P  -0.628  0.653  -0.123  1.758
S  -0.736  1.731  1.437  -0.467
H  2.464  0.746  -0.760  0.186
H  1.755  1.655  0.355  0.194
H  2.140  2.323  -1.150  0.187
H  0.172  -1.702  2.276  0.160
H  0.029  -3.126  1.089  0.184
H  -1.262  -2.189  1.445  0.131
H  -2.783  0.432  -0.797  0.432
H  -1.502  -0.108  -2.060  0.443

Values from the calculation:
energy: -27911.92447 eV
highest occupied orbital energy: -9.22 eV
relative energy (zero: lowest compared OMol25 entry of this formula, charge and spin): 90.95 kcal per mole
Kohn-Sham gap: 9.16 eV
lowest unoccupied orbital energy: -0.1 eV
largest force on an atom: 5.2 eV Å⁻¹



What did the ninth record say?
DFT (ωB97M-V with the def2-TZVPD basis set) results for a 2-piece molecular cluster, C2H8NO2 overall in a non-equilibrium geometry.

Last column: natural (NBO) charge in e.
CARTESIAN COORDINATES (ANGSTROEM)
C  -2.336  -0.131  0.395  -0.236
O  -1.927  0.694  -0.655  -0.787
H  -1.491  -0.688  0.861  0.166
H  -2.765  0.515  1.186  0.132
H  -3.160  -0.798  0.142  0.123
N  2.281  0.110  0.716  -0.900
C  1.811  0.045  -0.718  0.140
O  0.481  0.278  -0.821  -0.982
H  1.608  0.746  1.149  0.344
H  1.943  -0.764  1.119  0.322
H  2.504  0.654  -1.304  0.079
H  2.087  -0.959  -1.082  0.067
H  -1.037  0.298  -0.987  0.533

Values from the calculation:
energy: -7788.35239 eV
highest occupied orbital energy: -3.19 eV
relative energy (zero: lowest compared OMol25 entry of this formula, charge and spin): 19.20 kcal per mole
Kohn-Sham gap: 7.60 eV
lowest unoccupied orbital energy: 4.4 eV
largest force on an atom: 1.3 eV Å⁻¹
net charge: -1